{
  "formula": "C20H24MnN6O6S",
  "method": "ωB97M-V/def2-TZVPD",
  "elements": ["Mn", "O", "C", "C", "N", "C", "C", "O", "O", "C", "C", "O", "O", "H", "H", "H", "H", "H", "H", "H", "H", "H", "S", "C", "C", "C", "N", "C", "C", "C", "C", "C", "N", "C", "C", "H", "H", "H", "H", "H", "H", "H", "H", "C", "N", "C", "C", "O", "N", "C", "N", "H", "H", "H", "H", "H", "H", "H"],
  "coordinates": [[1.5583, 0.9114, 0.0720], [1.9464, 0.6910, 2.1752], [3.3570, 0.5709, 2.4082], [4.0747, 1.4670, 1.4312], [3.6143, 1.2276, 0.0582], [3.8037, 2.4616, -0.7307], [2.6837, 3.4504, -0.3906], [2.8744, 4.6484, -0.4466], [1.5732, 2.8546, -0.0970], [4.1782, 0.0678, -0.6284], [3.1967, -0.3848, -1.7241], [3.4299, -1.4066, -2.3506], [2.1484, 0.3658, -1.8618], [1.5797, -0.1844, 2.4364], [3.5917, 0.8798, 3.4293], [3.6473, -0.4771, 2.2957], [3.8140, 2.4987, 1.6738], [5.1627, 1.3708, 1.5213], [4.7888, 2.9023, -0.5584], [3.7030, 2.2169, -1.7869], [5.1535, 0.2824, -1.0803], [4.3149, -0.7581, 0.0708], [-4.8295, 0.8799, -1.6948], [-3.1738, 0.9476, -1.0472], [-2.2758, 1.8836, -1.5323], [-0.9781, 1.8853, -1.0481], [-0.5459, 1.0203, -0.1262], [-1.4276, 0.1353, 0.3524], [-2.7369, 0.0571, -0.0736], [-5.7292, 0.9415, -0.1565], [-6.4696, -0.1498, 0.2712], [-7.1687, -0.0454, 1.4669], [-7.1617, 1.0410, 2.2310], [-6.4477, 2.0819, 1.8075], [-5.7249, 2.0886, 0.6247], [-2.5742, 2.6095, -2.2757], [-0.2476, 2.6125, -1.3788], [-1.0572, -0.5342, 1.1174], [-3.4026, -0.6827, 0.3497], [-6.5054, -1.0591, -0.3135], [-7.7571, -0.8823, 1.8264], [-6.4573, 2.9606, 2.4423], [-5.1677, 2.9652, 0.3225], [0.6583, -4.4896, -1.6091], [0.8026, -3.4390, -0.6273], [1.1769, -3.6481, 0.7484], [1.3301, -2.2145, 1.2282], [1.5224, -1.9129, 2.3996], [1.1672, -1.3548, 0.1854], [0.8121, -2.1207, -0.8792], [0.4343, -1.6064, -2.0420], [1.1923, -5.3705, -1.2583], [1.1153, -4.1916, -2.5534], [-0.3870, -4.7571, -1.7749], [2.1274, -4.1794, 0.8419], [0.4145, -4.1731, 1.3255], [0.9230, -0.7096, -2.2502], [0.3545, -2.2459, -2.8162]],
  "energy_ev": -84513.3063,
  "spin_multiplicity": 2,
  "de_lowest_kcal_mol": 3.43,
  "homo_ev": [-8.080, -7.585]
}